# 1
Below is C32H33F5N5OSTi as an isolated structure in a non-equilibrium geometry, with properties calculated with ωB97M-V/def2-TZVPD.

Summary:
Spin multiplicity = 2
E_LUMO (spin up / spin down) = -0.28 / -0.79 eV
HOMO (spin up / spin down) = -6.4389 / -8.1290 eV
ΔE to the lowest compared entry with this formula, charge and spin = 0.109 eV
Max |F| = 1.2 eV/A
HOMO-LUMO gap (spin up / spin down) = 6.16 / 7.33 eV

```
78
Properties=species:S:1:pos:R:3:forces:R:3:lowdin_charge:R:1
Ti 0.27017 0.10050 -0.16506 -0.79 -0.75 0.39 0.866
C 1.66602 4.19834 -0.64957 0.04 0.08 -0.07 -0.013
C 1.51950 2.71620 -0.59700 -0.12 0.01 0.13 -0.267
N 0.39592 2.10406 -0.34325 0.00 0.80 -0.13 -0.144
N -0.76356 2.81425 -0.11131 0.32 -0.10 -0.18 0.027
C -1.80108 2.14663 -0.54204 -0.11 0.09 0.05 -0.840
N -3.02356 2.65933 -0.27153 0.03 -0.03 -0.12 0.094
S -1.72393 0.63849 -1.44460 0.12 0.17 0.24 0.678
C 2.59627 1.79235 -0.81304 0.08 -0.11 -0.16 -0.219
C 3.87669 2.16129 -1.24669 -0.05 0.06 0.12 -0.005
C 4.82751 1.19783 -1.45830 0.02 -0.16 0.00 -0.053
C 4.49139 -0.15084 -1.24082 0.10 0.05 -0.03 -0.050
C 3.22399 -0.46251 -0.84063 -0.23 0.13 0.09 -0.116
N 2.26502 0.47502 -0.62615 0.19 0.08 -0.06 -0.009
H 0.81105 4.66907 -0.17235 -0.01 -0.03 0.00 0.070
H 1.71439 4.55438 -1.68206 0.00 -0.02 -0.01 0.094
H 2.57858 4.51715 -0.14498 0.00 -0.02 0.01 0.083
H -3.07205 3.57169 0.14779 -0.01 0.00 0.00 0.102
H -3.82926 2.28628 -0.73689 0.00 -0.03 0.02 0.086
H 4.09833 3.20655 -1.41208 -0.01 0.00 0.00 0.113
H 5.81862 1.46915 -1.79543 0.00 -0.01 0.01 0.109
H 5.20784 -0.94519 -1.39295 0.02 0.03 -0.01 0.108
H 2.91778 -1.48631 -0.67169 0.02 -0.01 -0.01 0.113
C -4.28603 -2.56036 1.58448 -0.03 -0.04 0.00 -0.048
C -3.55218 -1.30233 1.96109 0.03 0.00 -0.02 -0.258
C -4.20156 -0.24935 2.58695 0.02 0.08 0.03 -0.011
C -3.52527 0.92434 2.93107 -0.04 -0.08 -0.02 -0.265
C -4.25247 2.05814 3.60092 -0.04 0.05 0.00 -0.052
C -2.17796 1.02741 2.63425 -0.14 0.04 -0.09 -0.020
C -1.50091 -0.02957 2.02478 0.40 0.11 -0.15 -0.313
C -2.18967 -1.18266 1.68718 -0.13 -0.15 0.08 -0.004
N -0.11431 0.11138 1.69792 0.19 -0.29 0.19 -0.067
C 0.88672 -0.01415 2.79730 -0.19 0.11 -0.11 -0.426
C 1.71322 -1.28700 2.56215 0.07 -0.05 -0.04 -0.081
C 2.80454 -1.43984 3.62474 -0.02 0.00 -0.01 -0.280
C 3.72523 -0.21580 3.58027 0.01 0.01 -0.02 -0.114
C 2.90986 1.05109 3.86002 -0.02 -0.02 0.01 -0.281
C 2.25275 0.94211 5.23821 0.01 0.01 0.01 -0.119
C 1.32837 -0.27808 5.26326 -0.03 0.01 -0.01 -0.281
C 2.14930 -1.54237 5.00309 0.00 -0.02 0.01 -0.119
C 0.24572 -0.12159 4.18775 0.03 0.02 0.06 -0.079
C 1.82224 1.19993 2.79175 0.02 0.07 0.01 -0.080
H -3.96617 -3.40042 2.20444 0.01 0.00 0.00 0.082
H -4.09055 -2.83087 0.54577 0.01 0.01 0.00 0.081
H -5.36261 -2.44710 1.70952 0.00 0.02 0.00 0.072
H -5.26205 -0.33025 2.80352 0.00 -0.01 -0.01 0.115
H -5.26376 2.16867 3.20679 0.01 -0.01 -0.01 0.075
H -3.72557 3.00170 3.45551 0.01 0.00 0.01 0.072
H -4.34158 1.89362 4.67717 0.02 -0.02 0.00 0.081
H -1.64385 1.95044 2.83027 0.02 -0.02 0.01 0.122
H -1.65810 -1.99367 1.20018 0.02 0.02 0.00 0.118
H 2.17704 -1.24525 1.57129 -0.02 0.04 0.00 0.094
H 1.04197 -2.15140 2.55430 0.00 0.00 0.03 0.134
H 3.38223 -2.34502 3.41838 0.01 0.00 0.01 0.140
H 4.20165 -0.14158 2.59629 0.00 0.00 0.00 0.116
H 4.52528 -0.31984 4.31969 -0.01 0.00 0.01 0.119
H 3.56534 1.92601 3.83110 0.01 0.00 0.00 0.138
H 1.68291 1.85173 5.45283 -0.01 -0.01 0.00 0.120
H 3.01703 0.84822 6.01611 0.01 0.00 -0.01 0.119
H 0.83951 -0.34883 6.23863 0.01 -0.01 0.01 0.139
H 1.50473 -2.42579 5.04289 -0.01 0.01 0.01 0.121
H 2.91161 -1.66031 5.77951 0.01 0.00 -0.01 0.119
H -0.34202 0.77346 4.40185 0.00 0.01 -0.01 0.116
H -0.44522 -0.96884 4.21893 0.02 -0.02 -0.02 0.133
H 2.28340 1.30215 1.80560 0.00 -0.01 0.00 0.100
H 1.22925 2.10412 2.96653 0.00 0.00 -0.01 0.131
F 1.31608 -5.24652 -4.69544 -0.01 -0.03 0.01 0.121
C 1.09094 -4.39473 -3.69297 0.00 0.06 0.03 -0.145
C 0.83896 -4.86111 -2.41328 -0.01 0.04 0.05 -0.140
F 0.81790 -6.17418 -2.17715 0.00 0.01 -0.02 0.124
C 0.61251 -3.96960 -1.37858 0.04 -0.27 -0.17 -0.137
F 0.37391 -4.45483 -0.15644 0.00 0.07 0.02 0.118
C 0.62775 -2.59105 -1.58460 -0.10 0.32 0.53 -0.253
O 0.41236 -1.75955 -0.57218 0.16 -0.19 -0.47 -0.203
C 0.88227 -2.14711 -2.87797 0.09 -0.19 -0.35 -0.146
F 0.91636 -0.83207 -3.13744 -0.03 0.04 0.14 0.091
C 1.11194 -3.03049 -3.91949 -0.01 0.07 0.02 -0.139
F 1.35767 -2.56141 -5.14455 0.00 -0.03 0.00 0.124
```
Positions in Å, forces in eV/Å.

=====

# 2
Below is C32H33KN8O3P as an isolated structure in a non-equilibrium geometry, with properties calculated with ωB97M-V/def2-TZVPD.

Summary:
Spin multiplicity = 1
E_LUMO = 2.24 eV
Net charge = -1
HOMO = -3.7207 eV
ΔE to the lowest compared entry with this formula, charge and spin = 1.252 eV
Max |F| = 3.1 eV/A
HOMO-LUMO gap = 5.96 eV

```
78
Properties=species:S:1:pos:R:3:forces:R:3:lowdin_charge:R:1
K 0.72900 0.46045 -0.25733 -0.51 -2.32 -2.00 0.848
O -2.27375 -3.84026 -2.17395 -0.23 -0.35 -0.28 -0.022
C -1.53038 -2.96241 -1.70637 0.22 0.34 0.41 -0.589
N -1.74091 -2.06178 -0.78228 -0.04 0.38 -0.05 0.027
C -3.07968 -2.04132 -0.23323 0.06 -0.43 -0.21 -0.187
C -3.30605 -0.85827 0.66814 -0.50 0.15 -0.24 -0.252
C -4.32772 0.04296 0.37138 0.04 0.00 0.00 -0.022
C -4.58237 1.09826 1.22700 0.08 0.00 0.08 -0.070
C -3.77095 1.25904 2.33766 -0.14 0.03 -0.16 -0.063
C -2.76733 0.32980 2.54156 -0.08 0.28 0.35 -0.162
N -2.55880 -0.71825 1.76257 -0.10 -0.20 -0.27 0.067
C -0.13790 -2.80509 -2.28595 -0.23 -0.19 -0.50 -0.150
C -0.00956 -2.54176 -3.64735 0.12 0.03 -0.04 0.004
C 1.24154 -2.29443 -4.17342 -0.04 -0.08 0.17 -0.053
C 2.34789 -2.37189 -3.33540 0.02 -0.03 -0.04 -0.055
C 2.14650 -2.69749 -2.01243 0.34 -0.01 -0.22 -0.099
N 0.93626 -2.90357 -1.50472 -0.28 0.20 -0.28 0.112
H -3.26759 -2.96599 0.34295 -0.13 0.09 -0.03 0.117
H -3.82170 -2.03101 -1.04572 0.00 -0.06 0.19 0.114
H -4.91598 -0.08642 -0.52530 -0.02 -0.08 -0.06 0.105
H -5.39858 1.78202 1.03133 0.04 0.06 -0.04 0.102
H -3.91394 2.08204 3.02063 0.06 0.05 0.07 0.099
H -2.10187 0.41167 3.39247 0.01 0.06 0.06 0.063
H -0.89958 -2.51895 -4.25515 -0.10 0.02 -0.03 0.120
H 1.36677 -2.04560 -5.21712 -0.02 0.02 -0.09 0.105
H 3.34166 -2.18663 -3.70550 0.16 0.02 -0.01 0.102
H 2.96711 -2.79502 -1.31881 0.16 0.13 0.11 0.111
O -0.48956 2.25589 -0.21549 -0.93 1.53 0.14 -0.275
C -0.40291 3.41086 0.29731 -0.12 0.50 0.08 -0.411
C -1.48819 4.33166 0.18155 -0.23 -0.06 -0.08 -0.047
C -1.43988 5.61094 0.66302 -0.03 0.11 -0.01 -0.136
C -0.29032 6.08715 1.29406 0.02 0.41 0.16 -0.152
C 0.77414 5.23158 1.45827 -0.02 -0.01 0.03 -0.089
C 0.74980 3.90290 1.01728 -0.61 0.32 -0.29 -0.159
C 1.88010 3.10213 1.37134 0.76 -0.45 0.36 -0.119
N 2.01752 1.84807 1.15273 0.04 0.63 0.36 -0.108
N 3.13181 1.26882 1.70497 0.62 0.44 0.57 0.036
C 3.38521 0.04599 1.32686 -0.17 0.38 0.07 -0.535
O 2.77424 -0.68094 0.47671 0.55 -0.43 -0.12 -0.218
C 4.57622 -0.51236 2.03014 0.29 -0.27 0.06 -0.157
C 5.32189 -1.52457 1.43828 -0.18 0.11 -0.10 -0.044
C 6.46734 -2.00454 2.04392 0.19 -0.18 0.07 -0.102
C 6.86813 -1.50267 3.27124 0.11 -0.05 0.05 -0.114
C 6.10949 -0.51771 3.88750 0.05 -0.04 0.14 -0.097
C 4.97324 -0.02900 3.27340 -0.04 0.08 -0.04 -0.042
H -2.37785 3.97036 -0.31987 -0.01 -0.08 -0.04 0.097
H -2.29909 6.26505 0.54943 0.00 -0.02 -0.03 0.088
H -0.25090 7.10522 1.66144 0.05 0.00 0.01 0.078
H 1.66838 5.58768 1.96343 -0.02 -0.05 0.01 0.097
H 2.66830 3.62389 1.93170 0.03 -0.13 -0.01 0.111
H 4.99408 -1.90676 0.48264 -0.02 -0.03 -0.11 0.102
H 7.05355 -2.77531 1.55999 0.02 -0.04 -0.02 0.093
H 7.76449 -1.88100 3.74660 0.01 0.00 0.02 0.090
H 6.40318 -0.12818 4.85402 0.04 -0.01 0.03 0.094
H 4.37760 0.74871 3.72508 -0.01 0.08 0.04 0.101
C -0.22929 -4.27934 1.29024 -0.31 -0.39 -0.10 -0.135
N 0.70346 -3.15689 1.05121 0.14 0.07 -0.57 -0.101
C 1.97867 -3.39409 1.76168 0.58 -0.03 0.12 -0.142
N 1.75540 -3.60460 3.16383 0.32 -0.40 -0.01 -0.150
C 0.85113 -4.72416 3.34218 0.07 -0.09 0.09 -0.194
N -0.43314 -4.53415 2.68768 -0.03 -0.39 -0.06 -0.155
C -1.21337 -3.47459 3.30251 -0.25 0.58 0.18 -0.321
P -0.40262 -1.78018 3.22567 0.65 -0.63 0.22 1.073
C 0.12999 -1.86915 1.46231 -0.44 0.84 0.62 -0.354
C 1.27181 -2.40854 3.83456 -0.30 0.45 0.21 -0.319
H 0.19134 -5.17512 0.82094 0.05 0.13 -0.04 0.144
H -1.18081 -4.03858 0.81383 0.09 0.01 -0.08 0.126
H 0.83366 -3.05857 -0.09651 0.01 -0.20 0.62 0.101
H 2.60959 -2.51538 1.58367 -0.09 -0.24 -0.01 0.108
H 2.45209 -4.29287 1.34928 -0.08 0.09 -0.10 0.141
H 0.68354 -4.87441 4.41140 0.00 -0.05 -0.04 0.125
H 1.32313 -5.62136 2.92012 -0.07 0.10 0.08 0.127
H -1.39088 -3.73411 4.35249 -0.03 0.05 -0.09 0.082
H -2.18236 -3.40917 2.79726 0.04 0.00 0.10 0.077
H 0.89046 -1.09491 1.32106 0.06 -0.63 0.31 0.022
H -0.71736 -1.65835 0.80505 0.32 -0.16 0.15 0.028
H 1.22689 -2.61863 4.90739 0.04 0.10 0.01 0.080
H 1.99694 -1.60399 3.66909 -0.02 -0.04 0.13 0.084
```
Positions in Å, forces in eV/Å.